A cluster of 3 separate species, C38H33NO5P in total, computed with ωB97M-V with the def2-TZVPD basis set.

Each atom is followed by the atoms it is bonded to, with distances in Å.
Atoms and positions in Å:
1 C 1.99185 1.99978 2.11519  C2 1.594, H14 1.132, H15 1.121, H16 1.129
2 C 0.64612 2.00583 2.97000  C1 1.594, O3 1.454, C4 1.575, H17 1.127
3 O 0.38672 0.61934 3.32431  C2 1.454, H18 0.979
4 C -0.62227 2.47950 2.16621  C2 1.575, N5 1.483, H19 1.130, H20 1.130
5 N -0.63899 3.91317 1.78724  C4 1.483, C6 1.370, C10 1.415
6 C 0.36485 4.81351 2.02924  N5 1.370, C7 1.468, H21 1.122
7 C 0.33669 6.21990 1.60948  C6 1.468, C8 1.476, H22 1.112
8 C -0.85475 6.71769 0.89512  C7 1.476, C9 1.477, H23 1.113
9 C -1.94653 5.74953 0.66472  C8 1.477, C10 1.471, H24 1.112
10 C -1.80542 4.35874 1.12100  N5 1.415, C9 1.471, P11 1.893
11 P -3.30000 3.25392 0.76173  C10 1.893, C12 1.875, C13 1.874
12 C -2.84048 1.80498 -0.33662  P11 1.875, H25 1.120, H26 1.133, H27 1.131
13 C -4.11828 2.72329 2.36154  P11 1.874, H28 1.121, H29 1.134, H30 1.124
14 H 2.71192 2.72142 2.60659  C1 1.132
15 H 1.85364 2.32508 1.05089  C1 1.121
16 H 2.50728 0.99614 2.15196  C1 1.129
17 H 0.79558 2.52905 3.95673  C2 1.127
18 H 0.57954 0.14402 2.49074  O3 0.979
19 H -0.69026 1.81240 1.25646  C4 1.130
20 H -1.50739 2.32403 2.85054  C4 1.130
21 H 1.28986 4.50181 2.58258  C6 1.122
22 H 1.16833 6.93441 1.79663  C7 1.112
23 H -0.98310 7.76733 0.54864  C8 1.113
24 H -2.87712 6.07076 0.14676  C9 1.112
25 H -3.63876 1.69812 -1.11508  C12 1.120
26 H -2.79829 0.84410 0.26264  C12 1.133
27 H -1.84105 1.96733 -0.84020  C12 1.131
28 H -3.79116 1.73184 2.76900  C13 1.121
29 H -3.84099 3.50480 3.13556  C13 1.134
30 H -5.23094 2.81524 2.23536  C13 1.124
31 C -2.66040 -5.92291 -1.79551  C32 1.392, C36 1.387, H47 1.084
32 C -3.12288 -6.93459 -0.95798  C31 1.392, C33 1.388, H48 1.084
33 C -3.22383 -6.71553 0.40899  C32 1.388, C34 1.391, H49 1.084
34 C -2.85118 -5.48733 0.94592  C33 1.391, C35 1.397, C45 1.485
35 C -2.36414 -4.48042 0.10821  C34 1.397, C36 1.393, C37 1.481
36 C -2.28110 -4.69854 -1.26468  C31 1.387, C35 1.393, H50 1.084
37 C -1.91824 -3.18584 0.67242  C35 1.481, O38 1.220, C39 1.481
38 O -1.49662 -2.29707 -0.04963  C37 1.220
39 C -1.98365 -2.98265 2.13752  C37 1.481, C40 1.389, C44 1.393
40 C -1.51185 -1.79377 2.67971  C39 1.389, C41 1.384, H51 1.083
41 C -1.57559 -1.57680 4.04554  C40 1.384, C42 1.393, H52 1.082
42 C -2.12417 -2.54729 4.88136  C41 1.393, C43 1.390, H53 1.084
43 C -2.59166 -3.74113 4.34542  C42 1.390, C44 1.394, H54 1.084
44 C -2.51277 -3.96519 2.97152  C39 1.393, C43 1.394, C45 1.485
45 C -2.98032 -5.25670 2.40754  C34 1.485, C44 1.485, O46 1.214
46 O -3.45424 -6.11063 3.12940  C45 1.214
47 H -2.59097 -6.09294 -2.86366  C31 1.084
48 H -3.40695 -7.89458 -1.37299  C32 1.084
49 H -3.58940 -7.50443 1.05573  C33 1.084
50 H -1.91666 -3.91617 -1.92004  C36 1.084
51 H -1.08890 -1.03381 2.03434  C40 1.083
52 H -1.20224 -0.65004 4.46161  C41 1.082
53 H -2.18180 -2.37477 5.94983  C42 1.084
54 H -3.01256 -4.49728 4.99773  C43 1.084
55 C 7.27886 -0.06810 -4.27225  C56 1.392, C60 1.387, H71 1.084
56 C 6.82399 0.42188 -5.49365  C55 1.392, C57 1.388, H72 1.084
57 C 5.47586 0.69580 -5.67498  C56 1.388, C58 1.392, H73 1.084
58 C 4.57438 0.46949 -4.63888  C57 1.392, C59 1.397, C69 1.483
59 C 5.02727 -0.04478 -3.42188  C58 1.397, C60 1.392, C61 1.483
60 C 6.38344 -0.30180 -3.23857  C55 1.387, C59 1.392, H74 1.084
61 C 4.07244 -0.33741 -2.32542  C59 1.483, O62 1.217, C63 1.485
62 O 4.46457 -0.78143 -1.26270  C61 1.217
63 C 2.62623 -0.08682 -2.54916  C61 1.485, C64 1.392, C68 1.395
64 C 1.71095 -0.40991 -1.55100  C63 1.392, C65 1.388, H75 1.084
65 C 0.35818 -0.16766 -1.74339  C64 1.388, C66 1.393, H76 1.085
66 C -0.08528 0.40773 -2.93224  C65 1.393, C67 1.388, H77 1.085
67 C 0.82275 0.72599 -3.93217  C66 1.388, C68 1.393, H78 1.084
68 C 2.17946 0.47081 -3.74706  C63 1.395, C67 1.393, C69 1.485
69 C 3.13812 0.78262 -4.83727  C58 1.483, C68 1.485, O70 1.215
70 O 2.75060 1.28086 -5.87600  C69 1.215
71 H 8.33353 -0.27299 -4.12935  C55 1.084
72 H 7.52309 0.59201 -6.30415  C56 1.084
73 H 5.12747 1.08189 -6.62570  C57 1.084
74 H 6.74163 -0.68835 -2.29176  C60 1.084
75 H 2.05151 -0.85514 -0.62287  C64 1.084
76 H -0.35279 -0.42596 -0.96604  C65 1.085
77 H -1.14184 0.60341 -3.07978  C66 1.085
78 H 0.47301 1.16881 -4.85754  C67 1.084

The total charge is +1. Its orbital gap is 6.95 eV.